Below is a structure of composition C32H63Br2F3O15P2 at a distorted geometry, with properties calculated with ωB97M-V/def2-TZVPD.

The geometry in XYZ format:
```
117
Properties=species:S:1:pos:R:3:forces:R:3:lowdin_charge:R:1
C 7.163 -1.143 -3.689 -1.7148 0.1425 -1.1519 -0.02
C 6.266 0.260 -3.642 3.0322 3.6772 1.8537 -0.29
O 6.849 1.367 -3.175 -4.3452 -6.5809 -2.8711 -0.03
O 4.897 0.166 -4.176 2.9870 0.6968 2.7096 -0.12
C 3.900 0.737 -3.251 -1.9738 0.3974 0.4526 -0.17
C 2.771 1.493 -4.169 0.0945 -0.2722 -0.9273 -0.14
C 1.320 0.662 -4.219 0.6818 0.8317 -0.0677 -0.18
C 0.248 1.596 -3.403 0.4036 0.1424 0.6164 -0.18
C -1.268 0.983 -3.290 0.6436 -0.4526 0.4500 -0.34
C -1.647 0.607 -4.838 0.0429 1.3179 -0.2545 -0.12
C -3.224 0.776 -5.242 -0.0087 -0.6462 -0.9500 -0.15
C -4.111 -0.610 -5.168 0.2285 0.7226 0.5117 -0.65
F -4.313 -1.145 -3.802 0.9353 1.2675 -3.5522 -0.08
Br -5.958 -0.127 -5.873 1.5207 0.1761 0.7574 0.69
C -3.565 -1.824 -6.126 -0.2633 -1.9252 -0.7161 -0.59
F -2.457 -2.633 -5.506 -2.7951 3.0513 -2.1159 -0.08
F -3.262 -1.411 -7.529 -0.2250 -0.9320 4.7198 -0.06
Br -5.123 -3.132 -6.285 1.9373 0.4244 -0.0066 0.68
C -1.526 -0.393 -2.435 -0.5307 -0.9590 -0.0730 -0.33
P -0.137 -1.124 -1.346 1.9209 3.1246 3.5086 0.81
O 0.696 -0.062 -0.519 -1.9752 -2.8252 -2.8889 -0.50
O -2.629 -0.168 -1.486 -2.2198 2.3261 -0.9407 -0.13
C -3.404 1.082 -1.739 -3.0146 0.8439 0.3032 -0.23
O -4.679 1.381 -1.480 8.9901 -2.5567 -1.5431 0.02
C -2.200 2.017 -2.427 -1.5362 0.6240 -1.4692 -0.24
P -1.502 2.908 -0.891 -0.5275 -3.0715 5.4788 0.82
O -1.678 2.001 0.429 0.4377 2.8062 -4.5089 -0.49
H 7.846 -1.283 -2.747 -1.4258 0.6288 -2.0035 0.10
H 7.766 -1.099 -4.708 -1.0571 -0.0851 2.3178 0.10
H 6.379 -2.033 -3.796 1.8479 1.8857 0.3404 0.09
H 3.342 -0.169 -2.714 1.4126 1.9007 -1.0214 0.13
H 4.339 1.451 -2.433 -0.4998 -1.4488 -1.8392 0.14
H 2.579 2.624 -3.874 0.4088 -2.4551 -0.3428 0.12
H 3.199 1.536 -5.283 -0.8359 -0.1531 2.5014 0.13
H 1.091 0.513 -5.356 0.0455 0.3271 2.2413 0.11
H 1.415 -0.423 -3.745 -0.1276 2.3830 -0.8561 0.10
H 0.134 2.674 -3.902 0.2993 -2.3672 0.7717 0.13
H 0.745 1.816 -2.340 -1.2492 -0.8202 -2.2239 0.10
H -1.186 -0.454 -5.066 -1.2102 2.0864 0.4414 0.13
H -1.041 1.369 -5.528 -1.4380 -1.6075 1.4777 0.13
H -3.239 1.103 -6.390 -0.1709 -0.9391 2.5155 0.14
H -3.806 1.612 -4.668 1.2278 -1.7474 -0.8595 0.12
H -1.871 -1.340 -3.060 0.5987 2.1462 0.7191 0.13
H 0.678 -2.028 -2.143 -0.8337 0.5543 0.1868 0.01
H -0.798 -1.980 -0.352 0.1557 0.4121 -1.3656 0.04
H -2.599 2.901 -3.120 0.4922 -2.0386 1.4003 0.15
H -0.119 3.312 -1.006 -0.9361 -0.0723 -0.5792 0.02
H -2.250 4.140 -0.608 0.5638 -0.8511 -1.1235 0.03
C -2.824 -3.937 6.113 -0.2323 0.3160 -0.3689 -0.11
O -3.381 -2.784 5.501 0.3573 -0.0752 0.2259 -0.20
C -3.398 -1.660 6.384 -0.3263 -0.0483 -0.7196 -0.19
C -3.480 -0.356 5.585 0.4555 -0.0082 0.2400 -0.17
O -2.214 0.050 5.046 -0.3166 -0.3955 -0.0419 -0.14
C -1.740 -0.714 3.928 -0.0727 0.4074 -0.1732 -0.17
C -2.506 -0.425 2.638 -0.2725 -0.4680 0.2583 -0.19
O -3.746 -1.140 2.622 -0.0909 0.1833 0.1428 -0.21
C -4.683 -0.571 1.721 0.2279 -0.2309 0.1620 -0.10
H -3.415 -4.237 6.980 0.0511 -0.0882 0.1558 0.09
H -2.830 -4.749 5.379 -0.0834 0.1756 0.0664 0.09
H -1.787 -3.748 6.407 -0.0150 -0.0194 0.1625 0.06
H -2.499 -1.649 7.010 0.0323 0.0439 -0.0010 0.12
H -4.284 -1.755 7.021 0.0035 0.1330 0.2050 0.12
H -3.770 0.444 6.274 0.1514 -0.0816 -0.0061 0.12
H -4.245 -0.396 4.808 0.0595 -0.2888 -0.0185 0.12
H -1.714 -1.780 4.162 -0.2395 -0.0255 -0.0955 0.11
H -0.702 -0.396 3.781 -0.1549 0.1186 0.0143 0.13
H -1.922 -0.762 1.775 0.1979 0.2375 -0.0436 0.11
H -2.690 0.652 2.553 0.1401 -0.0706 -0.0557 0.12
H -4.919 0.457 2.017 0.0423 0.0831 -0.1704 0.09
H -5.603 -1.160 1.765 0.1834 -0.0259 0.0460 0.09
H -4.293 -0.593 0.699 -0.0902 0.1656 -0.0167 0.07
C -0.647 8.195 -1.704 0.2230 0.1401 -0.3849 -0.10
O 0.332 7.949 -2.702 -0.2256 -0.3618 0.1297 -0.21
C 1.179 6.848 -2.367 0.0981 0.5941 -0.6289 -0.19
C 1.830 6.274 -3.628 -0.1817 -0.2625 0.3464 -0.16
O 0.955 5.412 -4.367 -0.1328 0.3312 0.0113 -0.16
C -0.094 6.065 -5.095 0.3031 -0.1734 -0.2216 -0.17
C 0.407 6.802 -6.336 -0.0230 0.5893 0.4719 -0.19
O 0.968 8.068 -5.974 0.1641 -0.3288 -0.0576 -0.21
C 1.848 8.570 -6.967 -0.2205 -0.0056 0.2675 -0.11
H -0.173 8.451 -0.754 -0.0682 -0.0447 0.1454 0.09
H -1.265 9.036 -2.032 0.1992 -0.1237 -0.0016 0.09
H -1.294 7.321 -1.582 -0.0201 -0.0563 0.1520 0.08
H 0.608 6.063 -1.861 -0.0089 -0.0669 0.0089 0.11
H 1.956 7.225 -1.692 0.0989 -0.2090 0.1138 0.13
H 2.666 5.638 -3.316 -0.1647 -0.0267 0.0031 0.12
H 2.249 7.053 -4.268 -0.2229 0.1425 0.1036 0.12
H -0.682 6.713 -4.442 0.1713 0.2035 -0.0936 0.12
H -0.760 5.262 -5.427 0.1469 -0.0230 -0.0335 0.12
H -0.429 6.996 -7.016 -0.0758 -0.2083 -0.1031 0.13
H 1.157 6.189 -6.849 -0.0436 -0.0527 0.0361 0.13
H 2.690 7.884 -7.111 -0.0058 -0.0158 -0.1563 0.09
H 2.242 9.530 -6.625 -0.1666 -0.1445 0.0219 0.09
H 1.314 8.720 -7.911 0.1190 -0.0239 -0.0902 0.09
C 5.095 -7.912 7.735 -0.3034 0.3145 -0.2104 -0.11
O 3.858 -7.549 7.142 0.0382 -0.1872 0.3566 -0.21
C 2.915 -8.623 7.158 -0.0558 0.7029 -0.3526 -0.19
C 1.489 -8.082 7.031 0.0873 -0.2691 0.4074 -0.17
O 0.971 -7.573 8.268 0.3389 0.2289 -0.2664 -0.14
C 1.509 -6.314 8.696 -0.4328 -0.0314 -0.0869 -0.17
C 1.001 -5.134 7.870 0.6621 -0.1301 -0.3167 -0.19
O 1.719 -5.040 6.636 -0.3129 -0.1286 0.0010 -0.21
C 1.009 -4.301 5.655 0.3042 -0.1882 0.1947 -0.11
H 5.558 -8.735 7.185 0.0988 -0.1271 0.0622 0.08
H 5.759 -7.043 7.702 -0.1773 -0.1166 -0.0847 0.09
H 4.948 -8.192 8.783 0.0639 -0.1395 0.0241 0.09
H 3.006 -9.201 8.084 -0.0487 -0.0041 0.0191 0.13
H 3.140 -9.270 6.303 -0.1052 -0.2223 0.0175 0.12
H 0.833 -8.919 6.767 0.0759 0.0406 0.1584 0.13
H 1.397 -7.345 6.232 0.2748 0.0650 0.0590 0.12
H 2.599 -6.346 8.740 -0.0226 0.1215 -0.2523 0.12
H 1.154 -6.183 9.724 -0.0923 -0.0594 -0.1393 0.13
H 1.165 -4.199 8.418 -0.1551 0.0239 0.1835 0.13
H -0.072 -5.256 7.676 0.0032 -0.0431 0.0636 0.12
H 0.057 -4.791 5.426 -0.0753 0.1163 0.0041 0.07
H 1.609 -4.274 4.742 0.0123 -0.0134 0.2087 0.09
H 0.837 -3.275 5.999 -0.1431 0.0458 -0.0820 0.09
```
Forces are in eV/Å.

HOMO-LUMO gap   8.064 eV
LUMO   -0.571 eV
HOMO   -8.64 eV
M   966.6 g/mol
Total energy   -231718.2928 eV

Below is a structure of composition C10H3Cl5N3PdS2, with properties calculated with ωB97M-V/def2-TZVPD.

The geometry in XYZ format:
```
24
Properties=species:S:1:pos:R:3:forces:R:3:lowdin_spin:R:1
Pd -0.004 0.099 0.191 0.0883 0.3928 0.1282 1.07
S 1.510 -0.199 2.033 0.0469 -0.0959 -0.1171 0.23
C 1.013 1.073 3.066 0.1305 0.1693 0.3129 0.05
C 1.873 1.369 4.191 -0.1805 -0.1124 -0.2341 0.01
N 2.577 1.582 5.077 0.0131 0.0063 -0.0002 0.01
C -0.131 1.811 2.888 0.0817 0.1740 0.3325 0.03
S -1.250 1.527 1.620 -0.0924 0.1139 -0.2022 0.33
C -0.427 2.882 3.811 0.0118 -0.2245 -0.2448 0.00
N -0.683 3.741 4.533 -0.0064 0.0070 0.0015 0.00
Cl -1.990 2.325 -2.065 -0.0148 -0.1719 -0.0257 0.01
C -2.094 0.585 -2.297 0.0148 0.2943 -0.0062 0.01
C -1.320 -0.223 -1.492 0.0275 -0.2531 0.1681 0.07
C -1.419 -1.580 -1.758 0.2198 -0.0668 0.2479 0.02
Cl -0.396 -2.609 -0.754 -0.2097 -0.2864 -0.3204 0.04
C -2.239 -2.142 -2.722 -0.0358 0.0347 -0.0574 0.00
Cl -2.304 -3.850 -2.969 -0.0042 0.0194 -0.0064 0.01
C -3.017 -1.282 -3.499 0.0017 -0.0548 -0.0041 0.00
Cl -4.059 -1.926 -4.717 0.0088 0.0078 0.0104 0.00
C -2.941 0.092 -3.291 -0.0064 0.0490 -0.0257 0.00
Cl -3.890 1.159 -4.268 0.0255 -0.0350 0.0291 0.00
N 1.480 1.313 -1.093 -0.1452 0.0445 0.0017 0.10
H 1.825 0.823 -1.908 0.0063 -0.0106 0.0045 0.00
H 2.257 1.618 -0.521 0.0012 -0.0140 0.0176 0.00
H 0.939 2.115 -1.395 0.0175 0.0125 -0.0101 0.00
```
Forces are in eV/Å.

Total charge   -1
HOMO-LUMO gap (spin up / spin down)   6.652 / 6.146 eV
2S+1   3
LUMO (spin up / spin down)   2.352 / 1.273 eV
Relative energy (zero: lowest compared OMol25 entry of this formula, charge and spin)   0.0 kcal per mole
HOMO (spin up / spin down)   -4.30 / -4.87 eV
M   513.0 g/mol
Total energy   -102653.2805 eV

Below is an isolated molecule of C4H8N2O at a distorted geometry, with properties calculated with ωB97M-V/def2-TZVPD.

The geometry in XYZ format:
```
15
Properties=species:S:1:pos:R:3:forces:R:3:nbo_charge:R:1
C 2.354 -0.587 -0.711 -0.3774 1.2599 -1.3459 -0.70
C 1.576 0.216 0.005 0.5746 -1.0907 -1.2244 0.48
N 0.917 0.973 0.669 1.5658 0.6875 0.7094 -0.46
C -0.422 1.029 1.091 2.0363 -0.3872 -0.9594 -0.08
N -1.149 -0.163 0.576 -1.0380 1.5736 1.1583 -0.07
C -1.164 -0.260 -0.934 0.2592 1.7908 1.2249 -0.43
O -0.787 -1.295 1.156 1.2724 -1.5169 0.4224 -0.72
H 2.688 -0.577 -1.774 -0.8404 1.1640 0.8334 0.25
H 2.641 -1.527 -0.389 0.3785 -1.5379 1.6291 0.25
H -0.798 1.991 0.798 -0.8090 0.2609 -0.5849 0.21
H -0.470 0.988 2.163 0.0560 -0.3220 0.5695 0.22
H -1.957 0.087 1.160 -1.7459 -0.3403 -1.8154 0.38
H -2.157 -0.214 -1.242 -1.6640 0.0175 -0.7401 0.21
H -0.557 0.507 -1.416 -0.2691 0.2514 0.3088 0.21
H -0.716 -1.168 -1.152 0.6009 -1.8106 -0.1857 0.25
```
Forces are in eV/Å.

HOMO-LUMO gap   8.707 eV
LUMO   0.612 eV
Relative energy (zero: lowest compared OMol25 entry of this formula, charge and spin)   145.7 kcal per mole
SMILES   C=C=NC[N@@H+](C)[O-]
HOMO   -8.09 eV
M   100.1 g/mol
Total energy   -9300.0760 eV

Below is an isolated molecule of C5H8N2O at a distorted geometry, with properties calculated with ωB97M-V/def2-TZVPD.

The geometry in XYZ format:
```
16
Properties=species:S:1:pos:R:3:forces:R:3:nbo_charge:R:1
H -3.209 -1.094 0.198 0.8589 1.1437 0.4339 0.35
N -2.989 -0.245 0.774 -2.9123 -1.7170 -0.2417 -0.68
C -1.822 0.020 1.059 0.2606 0.4370 -1.2556 0.40
O -0.767 -0.516 0.433 1.2383 -0.5874 -0.0855 -0.52
C 0.496 -0.171 0.984 1.4293 -3.0580 2.9423 -0.05
C 1.665 -0.503 0.062 -1.2283 -0.2412 -1.2403 -0.42
C 1.464 0.041 -1.379 4.5251 -2.7400 0.4802 -0.44
C 0.642 0.921 -1.751 -2.3254 0.8445 0.5763 0.42
N -0.288 1.686 -1.835 2.8906 2.8456 0.1935 -0.62
H -1.693 0.887 1.668 0.8362 0.5054 0.7169 0.15
H 0.731 -0.933 1.932 -0.8455 2.0537 -1.9277 0.16
H 0.424 0.791 1.383 0.2063 1.7727 0.4312 0.18
H 1.526 -1.587 0.103 0.4853 -0.1880 -1.0074 0.22
H 2.712 -0.362 0.410 -0.9871 0.5108 0.2581 0.24
H 2.259 -0.249 -2.108 -0.8699 0.0081 0.5460 0.24
H -1.150 1.315 -1.933 -3.5621 -1.5897 -0.8202 0.37
```
Forces are in eV/Å.

HOMO-LUMO gap   9.814 eV
LUMO   0.848 eV
Relative energy (zero: lowest compared OMol25 entry of this formula, charge and spin)   82.6 kcal per mole
SMILES   [H]/N=C\OCCC=C=N
HOMO   -8.97 eV
M   112.1 g/mol
Total energy   -10339.1436 eV

Number 2 is which compound? C10H3Cl5N3PdS2

Which of these has the highest M? C32H63Br2F3O15P2

The highest total energy belongs to which entry? C4H8N2O

Look up the M of the fourth one. 112.1 g/mol